Entry from the Open Molecules 2025 dataset: the molecule C3H6N2O2 (ωB97M-V/def2-TZVPD).

Calculated values
* HOMO-LUMO gap: 0.32191 Ha
* LUMO: 0.686 eV
* relative energy (zero: lowest compared OMol25 entry of this formula, charge and spin): 92.9 kcal per mole
* SMILES: C=C(O)/[N+]([O-])=C\N

Geometry as ORCA input:
```
! wB97M-V def2-TZVPD RIJCOSX def2/J DEFGRID3
* xyz 0 1
C 1.0603 -0.2170 0.0460
N -1.6059 0.8686 0.3173
C -1.3449 -0.3424 -0.2531
C 1.3133 1.0784 -0.1100
O 0.0429 -2.0403 -0.8682
O 1.8886 -1.1174 0.5626
N -0.1606 -0.8480 -0.4062
H 1.5510 -1.9728 0.1896
H -0.8839 1.2590 0.9104
H -2.5583 1.0246 0.6078
H -2.1687 -0.9184 -0.6434
H 0.6139 1.7439 -0.5719
H 2.2522 1.4820 0.2191
*
```

Mulliken charges in e:
1 C 0.3865
2 N -0.4378
3 C -0.0617
4 C -1.0144
5 O -0.8398
6 O -0.5010
7 N 0.4996
8 H 0.4076
9 H 0.2413
10 H 0.2456
11 H 0.3943
12 H 0.4093
13 H 0.2706

Entry from the Open Molecules 2025 dataset: a structure of composition C3H6N2O2 (ωB97M-V/def2-TZVPD).

Calculated values
* HOMO-LUMO gap: 0.36593 Ha
* LUMO: 0.533 eV
* relative energy (zero: lowest compared OMol25 entry of this formula, charge and spin): 85.9 kcal per mole

Geometry as ORCA input:
```
! wB97M-V def2-TZVPD RIJCOSX def2/J DEFGRID3
* xyz 0 1
C 0.1237 0.8988 -0.6275
C -1.0780 -0.1962 0.1307
N -0.7885 -1.4642 -0.1185
C 1.7492 0.0959 0.3076
O 1.4766 1.2490 -0.3286
N -2.0492 0.3053 0.7266
O 1.8032 -1.0478 -0.1394
H -1.3280 -2.1477 0.3950
H 0.2494 -1.6614 -0.2613
H -2.0446 1.2984 0.9205
H 2.1974 0.3466 1.2823
H -0.4054 1.8524 -0.6545
H 0.0942 0.4710 -1.6327
*
```

Mulliken charges in e:
1 C -0.7649
2 C 0.6176
3 N -0.4550
4 C 0.3362
5 O -0.2813
6 N -0.7766
7 O -0.5697
8 H 0.2746
9 H 0.3160
10 H 0.2463
11 H 0.3668
12 H 0.3815
13 H 0.3085

Entry from the Open Molecules 2025 dataset: the molecule C3H6N2O2 (ωB97M-V/def2-TZVPD).

Calculated values
* HOMO-LUMO gap: 0.36703 Ha
* LUMO: 0.709 eV
* relative energy (zero: lowest compared OMol25 entry of this formula, charge and spin): 75.3 kcal per mole
* SMILES: OC1(O)CC=NN1

Geometry as ORCA input:
```
! wB97M-V def2-TZVPD RIJCOSX def2/J DEFGRID3
* xyz 0 1
C 1.3498 -0.5819 -0.8538
C 0.0388 -0.9172 -0.4842
C -0.3012 0.3925 0.4104
N 1.7358 0.5899 -0.6464
N 0.6000 1.2612 -0.1328
O -1.6953 0.7382 0.3249
O -0.2072 0.1931 1.8353
H 1.9333 -1.3546 -1.3226
H -0.4783 -0.8320 -1.3792
H -0.0983 -1.8756 -0.0188
H 0.6914 2.1687 0.4639
H -2.0332 0.7187 -0.5463
H -1.0439 -0.3202 2.0515
*
```

Mulliken charges in e:
1 C -0.0981
2 C -0.5069
3 C 0.4340
4 N -0.5920
5 N -0.0882
6 O -0.5721
7 O -0.5680
8 H 0.4257
9 H 0.2759
10 H 0.3181
11 H 0.3382
12 H 0.3031
13 H 0.3305

Entry from the Open Molecules 2025 dataset: a cluster of 2 separate species, C3H6N2O2 in total (ωB97M-V/def2-TZVPD).

Calculated values
* HOMO-LUMO gap (spin up / spin down): 0.30716 / 0.34443 Ha
* LUMO (spin up / spin down): -1.389 / -0.396 eV
* relative energy (zero: lowest compared OMol25 entry of this formula, charge and spin): 179.2 kcal per mole

Geometry as ORCA input:
```
! wB97M-V def2-TZVPD RIJCOSX def2/J DEFGRID3
* xyz 0 1
C 0.0835 0.7667 -0.7828
C 0.5170 -0.2130 0.2418
C 1.9752 -0.5885 0.4138
N -0.1536 -0.6113 -0.9492
N -2.9084 -0.0215 0.0719
O -3.8042 -0.7749 0.1987
O -2.6794 1.1129 0.3081
H -0.7810 1.3977 -0.5691
H 0.8030 1.2290 -1.4515
H -0.0649 -0.2607 1.1607
H 2.5987 0.0785 -0.1786
H 2.1511 -1.6089 0.0785
H 2.2631 -0.5059 1.4575
*
```

Mulliken charges in e:
1 C -0.4262
2 C 0.5166
3 C -1.2793
4 N -0.4760
5 N 0.7393
6 O -0.4202
7 O -0.3685
8 H 0.2112
9 H 0.2497
10 H 0.3305
11 H 0.2851
12 H 0.3031
13 H 0.3346

Entry from the Open Molecules 2025 dataset: a structure of composition C3H6N2O2 (ωB97M-V/def2-TZVPD).

Calculated values
* HOMO-LUMO gap: 0.36831 Ha
* LUMO: 0.606 eV
* relative energy (zero: lowest compared OMol25 entry of this formula, charge and spin): 197.4 kcal per mole

Geometry as ORCA input:
```
! wB97M-V def2-TZVPD RIJCOSX def2/J DEFGRID3
* xyz 0 1
C -1.1331 0.5326 -2.3164
C -0.4487 -1.1760 0.5880
C 1.8101 1.3773 1.1696
H -0.4557 0.8446 -3.1545
H -2.1133 0.8943 -2.2003
H -1.1341 -1.8564 1.2577
H 0.3900 -1.6888 0.1100
H 0.9475 2.4748 1.5228
H 2.9011 1.3570 0.8921
N -0.4444 -0.1356 -1.4127
N 1.5352 -0.0405 1.0508
O -1.3246 -0.5240 -0.4063
O 0.1321 -0.1255 1.3386
*
```

Mulliken charges in e:
1 C -0.3406
2 C -0.0486
3 C -0.3113
4 H 0.2526
5 H 0.3274
6 H 0.1980
7 H 0.3603
8 H 0.2633
9 H 0.3096
10 N -0.3588
11 N -0.2888
12 O -0.1714
13 O -0.1917

Entry from the Open Molecules 2025 dataset: the molecule C3H6N2O2 (ωB97M-V/def2-TZVPD).

Calculated values
* HOMO-LUMO gap (spin up / spin down): 0.28651 / 0.29208 Ha
* LUMO (spin up / spin down): -0.548 / -0.278 eV
* relative energy (zero: lowest compared OMol25 entry of this formula, charge and spin): 162.2 kcal per mole
* SMILES: [H]/N=C(C)/C(O)=N\O

Geometry as ORCA input:
```
! wB97M-V def2-TZVPD RIJCOSX def2/J DEFGRID3
* xyz 0 1
C -1.5229 0.3381 0.9674
C 0.3368 0.2973 -0.8541
C -0.3921 -0.2394 0.1880
O 2.4346 -0.6185 -0.3295
O -0.1096 1.1393 -1.8187
N 1.3355 -0.6359 -1.1500
N -0.0011 -1.5452 0.2308
H 2.3340 0.0815 0.3497
H 0.6446 1.5635 -2.2471
H 0.3838 -1.8227 1.1465
H -1.6217 1.4063 0.7730
H -1.3579 0.1877 2.0390
H -2.4639 -0.1518 0.7050
*
```

Mulliken charges in e:
1 C -1.0724
2 C -0.0820
3 C 0.7040
4 O -0.2375
5 O -0.4552
6 N -0.1730
7 N -0.5097
8 H 0.3715
9 H 0.3224
10 H 0.2304
11 H 0.3041
12 H 0.3164
13 H 0.2810

Entry from the Open Molecules 2025 dataset: the molecule C3H6N2O2 (ωB97M-V/def2-TZVPD).

Calculated values
* HOMO-LUMO gap: 0.38487 Ha
* LUMO: 0.925 eV
* relative energy (zero: lowest compared OMol25 entry of this formula, charge and spin): 48.7 kcal per mole
* SMILES: [H]/N=C/OCC(N)=O

Geometry as ORCA input:
```
! wB97M-V def2-TZVPD RIJCOSX def2/J DEFGRID3
* xyz 0 1
N -1.6451 -0.4837 -0.7909
C -0.9045 0.2005 0.1876
O -1.1994 1.2843 0.6520
C -0.0088 -0.8145 0.8895
O 1.3038 -0.2952 1.2021
C 1.7058 0.5082 0.2119
N 0.9344 0.7163 -0.7688
H -2.4934 0.0091 -1.0167
H -1.1130 -0.7414 -1.6165
H 0.1339 -1.6978 0.2641
H -0.5399 -1.0821 1.8071
H 2.7135 0.8933 0.3516
H 1.1126 1.5029 -1.3729
*
```

Mulliken charges in e:
1 N -0.5354
2 C 0.6776
3 O -0.6214
4 C -0.4105
5 O -0.3229
6 C 0.0433
7 N -0.4665
8 H 0.2659
9 H 0.2352
10 H 0.2688
11 H 0.2660
12 H 0.4060
13 H 0.1939

Entry from the Open Molecules 2025 dataset: the molecule C3H6N2O2 (ωB97M-V/def2-TZVPD).

Calculated values
* HOMO-LUMO gap: 0.38434 Ha
* LUMO: 0.678 eV
* relative energy (zero: lowest compared OMol25 entry of this formula, charge and spin): 40.0 kcal per mole
* SMILES: CN(C=O)C(N)=O

Geometry as ORCA input:
```
! wB97M-V def2-TZVPD RIJCOSX def2/J DEFGRID3
* xyz 0 1
C -1.1187 0.3121 0.4235
C -0.0229 -1.8818 -0.2567
C 1.1368 0.3544 -0.6203
N -0.7789 1.6255 0.7565
N 0.0135 -0.3935 -0.0765
O -2.1992 -0.1636 0.5367
O -0.9776 -2.4833 0.1564
H 0.8986 -2.2859 -0.8035
H 2.0956 0.0005 -0.1567
H 1.3979 -0.1596 -1.5542
H 0.8654 1.3852 -0.8022
H -1.4874 2.0405 1.2739
H 0.1768 1.6494 1.1230
*
```

Mulliken charges in e:
1 C 0.5194
2 C 0.1033
3 C -1.2168
4 N -0.5118
5 N 0.0767
6 O -0.5328
7 O -0.4419
8 H 0.2721
9 H 0.3164
10 H 0.3638
11 H 0.5551
12 H 0.2573
13 H 0.2392

Entry from the Open Molecules 2025 dataset: the molecule C3H6N2O2 (ωB97M-V/def2-TZVPD).

Calculated values
* HOMO-LUMO gap (spin up / spin down): 0.32666 / 0.32669 Ha
* LUMO (spin up / spin down): 0.409 / 0.409 eV
* relative energy (zero: lowest compared OMol25 entry of this formula, charge and spin): 155.0 kcal per mole
* SMILES: [H]/N=C\C/[N+]([O-])=C\O

Geometry as ORCA input:
```
! wB97M-V def2-TZVPD RIJCOSX def2/J DEFGRID3
* xyz 0 1
C -1.6478 0.2255 -0.3348
C 1.5164 -0.3126 -0.0895
C 0.3778 -0.1678 0.8996
N 2.4278 0.4415 -0.5431
N -0.4637 0.6204 -0.0629
O -0.0516 1.5145 -0.8684
O -2.2135 -0.8022 0.3591
H -2.2180 0.6576 -1.3007
H 2.8433 1.0507 0.2052
H 0.9455 -1.0910 -0.8311
H 0.1551 -1.1855 1.2690
H 0.6880 0.5485 1.6101
H -2.3594 -1.4996 -0.3126
*
```

Mulliken charges in e:
1 C -0.0713
2 C -0.0167
3 C -0.5485
4 N -0.4688
5 N 0.4607
6 O -0.6446
7 O -0.4753
8 H 0.3286
9 H 0.2557
10 H 0.1922
11 H 0.2734
12 H 0.3780
13 H 0.3364